Formula: C57H137N3O13
Source: the Open Molecules 2025 dataset
Level of theory: ωB97M-V/def2-TZVPD

Computed properties:
Total charge   -1
HOMO-LUMO gap (alpha / beta)   1.6 / 7.5 eV
⟨S²⟩   0.75
Energy   -3396.02012 Ha
Spin multiplicity   2
LUMO energy (alpha / beta)   1.811 / 1.753 eV

```
210
Properties=species:S:1:pos:R:3:forces:R:3
O -3.603350 4.171094 4.306138 -0.84 -1.52 0.43
O -5.522940 -0.918996 3.089388 0.72 0.48 1.88
O -2.772640 -0.308556 5.790338 -0.20 -0.05 0.08
O 1.532870 -2.030066 3.400718 -0.66 0.67 0.40
O 2.623240 -3.523616 -4.935402 0.33 -0.26 -0.25
O 2.188020 5.532754 2.687248 -1.16 -0.98 1.57
O -3.197020 -5.545186 -0.727182 -0.23 0.22 0.56
O -0.585750 -1.225786 2.193758 -0.70 0.67 -1.44
O 4.056460 3.373704 2.599378 -0.51 0.59 -0.01
O 6.118390 0.357784 -1.394362 0.74 0.25 -0.72
O 2.515810 -5.710116 -3.125312 1.05 0.04 -1.38
O -2.613280 -2.726106 3.401178 -0.12 -0.96 0.39
O -3.394010 2.765994 -5.015442 -0.64 1.27 0.07
N -2.515630 1.736624 -5.240652 1.02 -2.68 0.05
N -3.139730 -5.196066 -2.075782 -0.65 -1.02 -2.21
N 2.488820 6.425734 1.709808 0.68 -0.03 -2.52
C 0.177890 7.190864 1.491368 -2.14 -0.72 0.70
C -1.096640 -4.252556 2.328328 -0.34 -0.52 1.28
C 4.292860 2.103224 3.151058 -0.53 0.37 1.70
C 0.229210 -6.438926 -2.973322 -0.46 -0.45 -0.44
C 5.745530 2.088104 3.784198 -1.64 -1.38 -0.80
C 2.996060 -1.821966 -3.297482 -0.17 1.50 0.01
C -0.853670 0.583784 -6.627122 -0.14 0.00 0.18
C -3.460820 -4.947776 3.147778 1.61 -0.29 -0.63
C -3.651410 -4.334496 -4.778122 -0.26 0.06 0.03
C 1.529220 -5.373216 -1.044562 -0.51 -0.18 1.37
C 2.384470 8.385374 3.331388 0.35 -0.98 0.49
C -1.454530 -0.681756 6.040718 1.83 -0.01 1.08
C 1.000060 5.177144 0.112518 0.66 0.55 0.26
C 3.131570 1.843464 4.158948 1.05 0.55 0.58
C -1.827900 1.833724 -6.523382 2.60 -0.04 -0.66
C -4.875340 -0.832436 0.879778 1.03 0.77 -0.92
C 4.352930 -0.099706 0.053718 1.90 0.19 0.91
C -1.802200 1.356124 -3.977962 -0.55 0.73 -0.06
C -2.841920 -3.449986 -3.837812 -1.41 -0.93 0.02
C 2.758530 -2.620666 3.152388 2.12 -1.52 0.71
C -0.418760 0.008984 5.166828 -0.56 0.61 -0.65
C -3.599720 -7.593196 -2.781202 0.42 -0.75 2.04
C 2.438580 8.876674 0.163948 1.01 -0.50 0.56
C 3.614750 8.534164 1.152628 -1.55 0.04 -0.30
C 5.956050 -0.112756 -0.090442 -2.20 -1.19 -0.59
C 3.651790 -2.542426 4.429758 -1.17 0.83 -1.64
C -5.545990 -6.037446 -2.723292 0.60 0.19 0.57
C 1.733630 7.628114 -0.344782 1.01 -1.63 0.37
C -3.961480 -6.126686 -2.900012 -0.45 -0.11 -2.57
C -2.859170 1.856044 -7.673242 -0.13 -0.19 0.90
C -0.839780 0.238854 -4.159932 2.31 -0.78 -0.61
C -2.028140 5.867474 4.894338 0.79 0.58 -0.31
C 3.168610 7.545834 2.280098 1.08 1.67 -0.75
C -3.254740 -3.745696 -2.327752 1.04 0.54 -0.33
C -2.853140 0.776544 -2.986162 -0.55 1.47 -0.35
C -2.161570 -3.086276 -1.489742 -0.25 0.37 0.07
C -1.281150 3.814344 3.722298 0.67 -0.41 0.67
C -4.620550 -3.074296 -1.925972 0.48 -1.28 -0.63
C 0.497180 0.806194 1.351228 -0.06 0.31 -0.59
C 1.566750 -6.270026 -2.282212 -0.58 0.62 1.69
C -3.536940 -5.828886 -4.383062 -1.22 1.95 -0.57
C 0.568890 -1.395196 -0.007772 -0.78 -0.21 1.43
C 0.055540 0.323574 -5.415882 -1.24 -0.33 0.43
C -2.196770 -4.115216 3.405258 -0.84 1.78 -0.57
C -5.011820 0.015204 2.138868 -1.29 -1.43 -1.47
C -1.059610 2.555134 -3.357072 -1.05 0.54 1.08
C -0.907890 3.082114 -6.644022 0.27 0.34 0.64
C 2.579990 -4.057196 2.743498 -0.19 -0.94 -0.94
C 3.706570 -1.561996 -5.750812 0.81 0.20 0.45
C -0.262250 -0.473976 0.989668 1.14 -1.03 0.30
C -1.022250 -0.525876 7.530508 -0.50 -0.79 -0.11
C -2.428360 4.771484 3.876568 1.07 2.13 0.28
C 6.501780 -1.526806 0.014468 -0.08 0.18 0.75
C 1.375240 6.542374 0.762568 -1.23 2.51 0.17
C -3.710830 0.737674 2.500798 -0.23 -0.84 0.88
C 3.542350 -2.510486 -4.538372 -1.06 0.27 -0.25
C 4.488150 7.041934 2.919998 -0.02 0.18 -0.02
H -0.383090 4.293654 3.332618 -0.30 0.27 -0.86
H 2.144540 2.057174 3.748838 0.13 -0.22 -0.33
H 0.232720 5.300764 -0.651682 -0.23 0.16 0.21
H 3.212340 -2.082216 2.320398 0.04 0.16 0.15
H -2.260400 -5.663886 -0.553242 0.09 -0.16 0.52
H 2.757540 -4.239556 -4.310112 -0.47 -0.37 0.19
H 1.847600 4.730814 -0.407632 0.33 0.22 0.04
H 0.700280 -1.064766 -1.038132 -0.14 0.26 0.14
H 0.487690 -0.589006 5.072688 0.15 0.41 0.33
H -4.970730 -3.563586 -1.017092 0.15 0.25 0.28
H -2.416240 0.207774 -2.165352 0.14 0.03 -0.12
H -4.403450 4.602434 3.997288 0.32 0.23 -0.14
H 0.638730 -5.518746 -0.433052 -0.50 -0.14 -0.27
H 1.599450 -4.293196 -1.173862 -0.04 -0.04 -0.79
H 7.546590 -1.687746 -0.251182 0.08 0.46 -0.11
H 3.691770 -0.544576 -5.359992 0.12 0.15 -0.32
H -0.125860 0.293094 -3.338052 -0.16 0.03 0.47
H 2.040650 -4.665346 3.469698 -0.40 0.27 0.14
H 0.254640 1.156714 2.354438 -0.28 0.10 -0.14
H -3.106080 -2.413876 -4.049492 0.30 0.19 0.14
H 3.075510 -2.398246 -2.375692 -0.14 -0.23 -0.16
H -2.817260 0.641564 5.920218 -0.17 0.25 -0.03
H -3.363610 -4.230206 -5.824262 0.57 0.05 -0.04
H -1.273980 -0.753676 -4.039692 -0.37 -0.01 -0.49
H 1.193940 -2.341046 4.243348 -0.08 -0.13 0.22
H 2.644780 4.722484 2.449678 0.50 -0.51 0.15
H -1.290810 6.571914 4.509348 -0.06 0.12 -0.76
H -2.525840 -6.132676 -4.654122 0.21 -0.17 0.67
H 0.900890 7.909704 -0.989252 -0.35 -0.30 0.29
H -3.619650 -4.861256 2.072888 -0.66 0.06 -0.02
H 0.883230 1.017104 -5.267402 -0.31 0.54 -0.19
H 4.530560 3.390354 1.764778 0.36 0.29 -0.83
H -0.241560 1.018724 5.537138 0.53 0.00 0.36
H 1.538320 -1.632806 0.430258 0.37 0.63 0.03
H 3.974550 -0.655126 0.911878 -0.06 -0.32 -0.05
H 1.752290 9.586184 0.626228 -0.13 -0.09 0.14
H -4.331130 -4.680186 3.746988 0.26 0.13 -0.08
H -0.379340 3.222514 -7.586892 -0.51 -0.30 -0.44
H 4.489370 8.189074 0.601218 -0.09 -0.28 -0.01
H -0.149300 2.964374 -3.795212 0.01 -0.64 -0.24
H -0.854060 3.583104 4.698108 -0.54 -0.64 0.40
H 2.027190 -7.218316 -2.005012 -0.69 -0.48 0.44
H 2.132030 7.617104 4.062248 -0.43 0.34 0.44
H -2.887690 0.046234 2.320658 0.15 0.02 0.14
H 4.465310 -2.976276 -4.192972 0.44 0.04 -0.58
H -0.891330 2.314214 -2.307442 0.52 -0.19 0.06
H -4.043990 -1.537166 0.897448 0.27 0.14 0.36
H 1.491580 8.935034 3.033528 0.15 -0.30 -0.33
H 3.919370 -0.395346 -0.901642 -0.02 -0.13 0.26
H 3.749840 -1.461916 4.534558 0.63 -0.08 0.67
H 3.236960 2.490124 5.030058 0.07 0.34 0.02
H -3.701880 0.981294 3.563188 -0.05 -0.08 0.04
H -3.601150 0.196904 -3.527102 0.30 -0.40 -0.11
H -0.107940 6.758754 2.450368 0.77 -0.46 0.37
H 6.398530 -1.781256 1.069318 0.05 -0.38 0.16
H -1.189330 -3.578726 -1.508012 -0.09 -0.33 -0.21
H 0.701440 4.423344 0.841018 -0.28 0.23 0.13
H -0.278260 -5.502886 -3.206542 0.11 0.18 0.35
H 5.913580 -2.239386 -0.563752 -0.15 0.16 -0.08
H 4.589940 -3.073476 4.268668 -0.04 0.20 0.28
H 0.577850 -0.626236 -5.530522 -0.16 -0.21 -0.18
H -0.053120 -1.002076 7.679258 0.20 0.04 -0.15
H -2.567380 5.275594 2.920198 -0.26 0.01 -0.26
H 5.591620 1.158314 -1.337092 0.00 0.86 -0.85
H 0.316950 -6.941646 -3.936482 0.47 -0.04 -0.21
H -3.198230 2.888054 -7.763122 -0.24 -0.11 -0.29
H 3.470250 -0.858816 -3.108832 0.83 -0.13 0.08
H -4.229730 2.403884 -5.318822 -0.26 0.12 0.12
H -1.738600 3.401634 -3.254512 -0.22 0.13 -0.36
H 5.101580 7.931974 3.060118 0.18 -0.03 0.37
H 0.227230 -1.502076 2.623098 0.53 0.02 -0.03
H 2.070090 -4.077526 1.780338 -0.44 -0.17 0.05
H 3.046360 -2.945156 5.241778 0.32 -0.15 0.26
H 3.005310 -1.632896 -6.582272 -0.67 -0.36 0.61
H 4.094760 1.364374 2.374558 0.90 -0.28 -0.10
H -0.463010 -7.098476 -2.449942 0.01 0.25 0.51
H 2.738640 -6.489006 -3.640352 0.66 0.42 -0.76
H -3.759960 -7.840566 -1.731812 -0.11 -0.47 0.16
H -0.782970 7.023084 1.004848 0.01 -0.07 -0.88
H -4.197260 -8.287066 -3.372472 -0.34 0.51 -0.14
H -3.488720 1.672774 1.986648 -0.51 -0.13 -0.40
H 6.387450 0.631724 0.578688 0.19 -0.40 0.55
H 3.049170 9.108494 3.804008 0.17 -0.09 0.04
H -5.805950 -6.141336 -1.669852 0.35 0.84 0.42
H -1.328700 -1.756556 5.910048 -0.71 -0.13 -0.51
H -4.655820 -3.914226 -4.829432 -0.55 -0.58 0.41
H -4.538060 -1.996156 -1.788482 0.08 -0.10 -0.04
H -2.536350 1.462684 -8.637172 0.52 0.25 0.11
H -1.251970 -0.229126 0.604208 0.13 0.02 -0.33
H -1.492820 -0.286216 -6.777772 -0.07 -0.26 0.15
H -1.425790 4.010084 -6.401632 -0.25 0.00 -0.11
H -0.246500 -3.624146 2.593788 -0.10 -0.10 -0.01
H -1.460340 -3.907646 1.360418 -0.08 -0.33 -0.07
H 5.757010 1.155324 4.348028 0.50 -0.16 0.23
H 3.876140 9.464244 1.657338 0.29 0.02 -0.01
H 2.288810 -5.597706 -0.295742 0.55 -0.24 -0.40
H -5.726460 -1.449886 0.592628 -0.43 0.39 0.24
H 1.988270 -1.431556 -3.439022 -0.52 -0.70 -0.16
H -0.748810 -5.285176 2.356628 0.06 -0.16 -0.56
H -3.687240 1.213064 -7.374942 -0.25 0.05 0.01
H -3.148860 -5.979026 3.312998 -0.41 -0.33 0.17
H -6.192270 -6.852456 -3.049132 0.73 -0.39 -1.04
H 6.012920 2.911904 4.445968 -0.50 0.14 -0.21
H -4.678330 -0.089846 0.106568 0.05 -0.28 -0.71
H -2.007840 -2.106036 -1.940962 0.04 0.26 0.44
H -5.380180 -3.325226 -2.666312 0.02 0.45 -0.12
H 2.420170 7.050654 -0.963902 0.32 0.32 -0.44
H 1.584750 0.788044 1.280818 0.13 -0.68 0.12
H 3.474630 -4.652416 2.560628 0.53 0.53 0.12
H 4.404200 6.475434 3.847428 -0.40 0.32 0.17
H -0.756960 0.203914 4.149118 -0.30 -0.51 -0.03
H 5.056100 6.370694 2.275818 -0.28 0.09 -0.45
H -3.431350 1.603424 -2.573802 0.02 0.09 0.33
H 6.463080 2.005444 2.967878 0.13 0.13 0.06
H -1.533230 2.902504 3.180898 0.08 0.08 -0.05
H -5.837730 0.684354 1.897598 0.12 0.75 0.25
H -6.360140 -1.277436 2.785708 0.12 0.21 -0.26
H 4.649020 -1.721626 -6.274652 0.32 0.04 0.32
H -2.864070 6.490574 5.212258 -0.14 -0.29 0.16
H -1.984070 -2.244566 2.859128 0.30 0.52 -0.11
H -0.169510 0.584444 -7.475672 -0.44 0.66 -0.51
H -5.947940 -5.120966 -3.155272 0.00 -0.09 0.26
H 0.123200 -2.389406 0.023978 -0.53 0.04 -0.43
H -1.815810 -3.650446 -4.146052 0.44 0.26 0.99
H 2.877430 9.389964 -0.691652 -0.06 0.14 -0.10
H 4.148570 0.947794 0.275258 -0.49 0.28 -0.32
H 0.252680 1.555594 0.598428 -0.26 0.35 0.16
H -2.568930 -7.892586 -2.970792 0.24 0.61 -0.18
H -2.490030 -3.004956 -0.453592 0.14 0.25 0.06
H 0.142240 8.257164 1.714588 0.79 0.08 -0.50
H -0.954490 0.466124 7.977108 -0.23 0.25 -0.40
H -4.168140 -6.319176 -5.124212 -0.31 -0.60 0.40
H -1.721620 -1.134096 8.104138 -0.13 0.18 0.29
H -1.430480 5.512214 5.733798 -0.68 -0.59 0.41
H -0.075290 3.037734 -5.941952 -0.12 -0.21 0.25
H -1.814190 -4.340116 4.400818 0.30 -0.12 0.14
H 3.170930 0.846464 4.597738 -0.07 -0.29 -0.37
```
Forces are in eV/Å.

Formula: C5H11ClF3HgO3PmS
Source: the Open Molecules 2025 dataset
Level of theory: ωB97M-V/def2-TZVPD

Computed properties:
Total charge   -2
HOMO-LUMO gap (alpha / beta)   5.6 / 5.6 eV
⟨S²⟩   6.01
Energy   -2342.56032 Ha
Spin multiplicity   5
Relative energy (zero: lowest compared OMol25 entry of this formula, charge and spin)   0.000 eV
LUMO energy (alpha / beta)   5.095 / 5.099 eV

```
26
Properties=species:S:1:pos:R:3:forces:R:3
Hg -1.782853 -0.137220 0.605542 0.80 -1.21 -0.14
Pm 0.827014 -0.243004 -1.141720 -1.19 -1.37 -1.29
Cl 0.513647 2.243669 -1.374044 0.11 1.78 -0.10
S 1.206474 1.005834 2.240442 -0.61 0.55 -0.75
F -0.117965 -0.877880 3.577300 0.82 0.55 0.57
F 0.878544 0.596538 4.894550 -0.01 -0.53 -0.75
F 2.051274 -0.946573 3.878596 -0.40 0.21 0.17
O -0.035120 1.778419 2.291379 1.47 -0.87 0.12
O 1.314522 0.098728 1.057801 0.32 0.92 2.92
O 2.457351 1.688116 2.479022 -0.34 -0.08 0.41
C -0.544550 -1.848589 0.218258 -0.31 -0.58 0.78
C 0.992831 -0.119221 3.743542 -0.20 -0.18 -0.84
C -2.639086 1.735183 0.415337 -0.55 0.54 0.12
C -1.044479 -0.326607 -2.915419 0.24 -0.08 0.25
C 2.144654 -1.157692 -2.894935 0.50 -0.39 -0.55
H 0.091941 -2.245034 1.061294 -0.62 0.54 -0.31
H -1.934323 2.547765 0.632097 -0.11 -0.38 -0.03
H 2.593554 -0.234482 -3.296814 0.22 -0.22 -0.16
H -3.486395 1.780694 1.100714 -0.27 0.37 -0.09
H 2.906726 -1.854189 -2.528143 0.28 -0.05 -0.32
H -1.062483 0.681475 -3.338357 -0.08 0.08 -0.15
H -2.067085 -0.634984 -2.685037 -0.16 -0.06 -0.01
H -1.182990 -2.700727 -0.074821 0.09 0.17 -0.22
H -0.614688 -1.017351 -3.658674 -0.22 0.04 0.01
H -2.967700 1.808805 -0.625548 -0.14 0.17 0.11
H 1.501182 -1.621678 -3.662353 0.37 0.08 0.26
```
Forces are in eV/Å.

Q: Which of these has the highest spin multiplicity?
A: C5H11ClF3HgO3PmS